# C12H36ClInO12P3

A structure of composition C12H36ClInO12P3 (ωB97M-V with the def2-TZVPD basis set, the OMol25 dataset).

XYZ file:
```
65
Properties=species:S:1:pos:R:3:lowdin_charge:R:1
Cl -2.0765 -3.3921 -3.6716 0.36
C -0.3665 -2.7181 -3.2461 -0.55
C 0.7969 -3.6062 -3.9854 -0.38
C 1.7700 -4.4570 -2.9773 -0.41
In 2.6349 -3.2796 -1.2468 0.17
H -0.3312 -1.6385 -3.7545 0.08
H -0.2750 -2.6448 -2.0815 0.05
H 0.2242 -4.3979 -4.6708 0.08
H 1.4231 -2.9356 -4.7454 0.11
H 1.2829 -5.4451 -2.5441 0.03
H 2.6973 -4.8260 -3.6287 0.03
H 2.2824 -1.5184 -1.2766 -0.14
H 2.1033 -4.0781 0.3122 -0.13
H 4.4323 -3.4875 -1.2951 -0.17
C -1.4122 -0.7708 0.4973 -0.13
O -0.6771 0.3011 -0.0761 -0.34
P 0.2035 1.3707 0.9598 0.79
O 0.9378 0.1870 1.5988 -0.24
O -1.1695 1.6927 1.8216 -0.27
C -2.2519 2.3176 1.1604 -0.14
O 1.0842 2.4403 1.9958 -0.26
C 1.1463 3.7681 1.5167 -0.17
H -1.0802 -1.7059 0.0448 0.08
H -1.3019 -0.8349 1.5837 0.09
H -2.4701 -0.6256 0.2610 0.08
H -3.1429 1.6963 1.2994 0.09
H -2.0672 2.4363 0.0946 0.07
H -2.4281 3.2959 1.6131 0.08
H 0.1431 4.1966 1.4587 0.07
H 1.6131 3.7855 0.5308 0.08
H 1.7484 4.3643 2.2067 0.09
C -7.0619 5.4900 -1.6636 -0.14
O -6.6611 4.4328 -2.5236 -0.33
P -4.9977 3.9593 -2.5614 0.79
O -4.9942 3.7605 -1.0418 -0.25
O -4.5471 5.5103 -2.9115 -0.27
C -4.9935 6.0871 -4.1228 -0.14
O -3.3342 3.4856 -2.5991 -0.26
C -2.9045 3.0295 -3.8655 -0.15
H -7.8572 5.1291 -1.0104 0.09
H -6.2426 5.8823 -1.0541 0.09
H -7.4588 6.3015 -2.2803 0.08
H -5.5055 7.0259 -3.8870 0.09
H -5.6809 5.4350 -4.6579 0.08
H -4.1283 6.3041 -4.7533 0.09
H -2.9847 3.8310 -4.6034 0.07
H -3.5099 2.1774 -4.1781 0.08
H -1.8600 2.7169 -3.7921 0.10
C 6.3448 -3.7938 6.1824 -0.15
O 5.5744 -2.7816 5.5500 -0.34
P 4.0632 -3.2023 4.8206 0.78
O 3.5791 -3.8347 6.1300 -0.27
O 4.8095 -4.3539 3.8997 -0.27
C 5.7879 -3.9430 2.9652 -0.13
O 2.5518 -3.6229 4.0913 -0.25
C 2.2403 -2.8507 2.9498 -0.18
H 6.5428 -3.4928 7.2118 0.08
H 5.8551 -4.7720 6.1789 0.08
H 7.2989 -3.8783 5.6544 0.08
H 6.7092 -4.4996 3.1668 0.08
H 5.9973 -2.8774 3.0335 0.08
H 5.4412 -4.1847 1.9580 0.09
H 2.9847 -3.0150 2.1673 0.03
H 2.2096 -1.7927 3.2144 0.07
H 1.2590 -3.1532 2.5762 0.08
```

The charge is -1. The molar mass is 615.60 g mol⁻¹. The LUMO energy is -2.0 eV. Its spin multiplicity is 1.

=====

# C12H36GaO7

A structure of composition C12H36GaO7 (ωB97M-V with the def2-TZVPD basis set, the OMol25 dataset).

XYZ file:
```
56
Properties=species:S:1:pos:R:3:nbo_charge:R:1
O -2.7796 -2.4038 4.2071 -0.67
C -1.7477 -1.9316 4.6402 0.79
O -1.8237 -0.7851 5.4280 -0.76
C -0.3877 -2.4122 4.4423 -0.93
Ga 0.2469 -2.0400 2.4810 0.61
H -2.4994 -0.2099 5.0331 0.49
H 0.2836 -1.9549 5.1692 0.22
H -0.4009 -3.4999 4.5756 0.23
H 0.6214 -3.4762 1.8455 -0.33
H -1.0055 -1.3962 1.7067 -0.31
H 1.5269 -1.0645 2.4735 -0.33
C -5.3664 -0.0289 8.1106 -0.63
C -4.2992 0.5956 7.2316 -0.07
O -4.7445 0.7954 5.8934 -0.72
H -5.6835 -0.9834 7.6901 0.22
H -4.9899 -0.1986 9.1206 0.21
H -6.2453 0.6189 8.1794 0.19
H -3.4341 -0.0598 7.1551 0.21
H -3.9629 1.5495 7.6555 0.14
H -5.5012 1.3891 5.9111 0.46
C 2.2029 1.2614 -2.0730 -0.64
C 2.1624 -0.1350 -1.4761 -0.06
O 0.9115 -0.4578 -0.8970 -0.69
H 1.9547 2.0012 -1.3107 0.21
H 3.1869 1.4930 -2.4827 0.23
H 1.4677 1.3556 -2.8786 0.18
H 2.8830 -0.2238 -0.6638 0.18
H 2.4296 -0.8750 -2.2426 0.14
H 0.2329 -0.4134 -1.5777 0.45
C 4.6324 2.1769 -6.3840 -0.64
C 4.1743 3.1027 -5.2696 -0.06
O 4.6793 2.6724 -4.0069 -0.72
H 4.3128 1.1566 -6.1693 0.21
H 4.2252 2.4838 -7.3462 0.22
H 5.7242 2.1733 -6.4562 0.19
H 3.0896 3.0882 -5.1799 0.18
H 4.4807 4.1329 -5.4706 0.16
H 5.6405 2.6893 -4.0470 0.46
C 3.9126 4.4605 -10.3872 -0.63
C 3.4965 5.3721 -9.2478 -0.06
O 4.0322 4.9550 -7.9962 -0.72
H 3.6017 3.4351 -10.1860 0.21
H 3.4651 4.7823 -11.3285 0.21
H 4.9984 4.4648 -10.5095 0.20
H 2.4150 5.3557 -9.1204 0.18
H 3.7930 6.4050 -9.4606 0.15
H 4.9926 4.9730 -8.0640 0.46
C -4.0063 -5.3958 5.1738 -0.65
C -4.8472 -6.2363 4.2384 -0.06
O -5.0323 -7.5796 4.7046 -0.73
H -3.0254 -5.8511 5.3145 0.21
H -3.8631 -4.3891 4.7792 0.27
H -4.4859 -5.3186 6.1553 0.18
H -4.3644 -6.3277 3.2671 0.18
H -5.8250 -5.7668 4.0825 0.15
H -5.4553 -7.5244 5.5670 0.45
```

The charge is -1. The molar mass is 362.14 g mol⁻¹. The LUMO energy is 1.8 eV. Its spin multiplicity is 1.

=====

# C12H36N12O24

A cluster of 12 separate species, C12H36N12O24 in total (ωB97M-V with the def2-TZVPD basis set, the OMol25 dataset).

XYZ file:
```
84
Properties=species:S:1:pos:R:3:lowdin_charge:R:1
C 4.9757 1.2802 1.4007 0.04
N 3.6012 1.6374 1.7014 -0.42
O 3.4583 2.3620 2.6329 0.08
O 2.6975 1.1401 1.0469 0.05
H 5.0494 0.9021 0.3950 0.07
H 5.3137 0.6017 2.1490 0.10
H 5.6232 2.1287 1.4044 0.10
C 3.8451 5.4295 0.7617 0.05
N 2.8231 5.6041 1.8645 -0.45
O 1.7873 6.1217 1.4927 0.05
O 3.1499 5.3798 3.0062 0.06
H 3.2693 5.0200 -0.0770 0.08
H 4.6953 4.8394 1.0878 0.08
H 4.3142 6.4028 0.6780 0.10
C -1.7103 0.2726 -4.3886 0.06
N -1.3381 1.6973 -4.7061 -0.41
O -0.1376 2.0121 -4.7574 0.02
O -2.2133 2.4939 -4.9286 0.08
H -2.7427 0.2335 -4.1849 0.08
H -1.0796 -0.0408 -3.5202 0.08
H -1.4857 -0.3282 -5.3003 0.11
C -1.6481 -4.1391 1.9183 0.05
N -1.0676 -4.6538 0.6459 -0.45
O -0.1687 -3.9635 0.2108 0.03
O -1.6036 -5.5883 0.0638 0.06
H -0.8072 -4.2428 2.5649 0.09
H -2.4892 -4.7855 2.2676 0.12
H -1.8552 -3.0858 1.6297 0.11
C -3.8339 -0.5624 5.7055 0.04
N -3.5107 -1.5397 4.6408 -0.44
O -2.6117 -2.3376 4.7024 0.07
O -4.2255 -1.4074 3.6406 0.03
H -4.5703 -1.0268 6.3619 0.10
H -4.3034 0.2393 5.1553 0.09
H -2.8920 -0.2382 6.1901 0.09
C 2.1692 1.3769 -2.4276 0.07
N 3.4198 2.1982 -1.9953 -0.38
O 4.4725 1.7034 -1.7138 0.06
O 3.1395 3.4174 -1.8307 0.00
H 2.1509 0.5180 -1.7526 0.08
H 2.2786 1.0588 -3.4853 0.11
H 1.3260 2.0523 -2.4380 0.04
C -0.1521 -4.0349 -3.2667 0.06
N -0.5788 -3.2644 -4.4495 -0.42
O 0.1097 -2.2783 -4.7874 0.02
O -1.5305 -3.6115 -5.1204 0.06
H 0.7917 -3.6236 -2.8980 0.11
H -0.0322 -5.0174 -3.6919 0.10
H -0.9917 -4.0522 -2.6018 0.08
C 2.6787 -1.9819 0.6368 0.05
N 2.3881 -1.4633 2.0264 -0.42
O 1.2340 -1.2748 2.2681 0.07
O 3.3438 -1.3443 2.8281 0.03
H 1.7211 -1.9745 0.0327 0.09
H 3.2430 -2.8726 0.7219 0.08
H 3.4183 -1.2951 0.2430 0.08
C -4.4580 -3.9538 -2.8944 0.06
N -4.3781 -3.0844 -1.6963 -0.45
O -5.2035 -2.2234 -1.6104 0.09
O -3.5631 -3.4401 -0.8644 0.04
H -5.0920 -3.3444 -3.5256 0.10
H -4.8952 -4.8769 -2.5936 0.10
H -3.4409 -4.1031 -3.2534 0.08
C 1.1952 1.4861 4.5325 0.05
N -0.1129 0.8748 4.8497 -0.41
O -0.3291 0.3462 5.9382 0.06
O -0.9410 0.9007 3.9384 0.04
H 1.5490 1.3290 3.5455 0.05
H 1.7960 1.0218 5.2585 0.09
H 1.0864 2.5568 4.6938 0.12
C -0.6966 4.1335 -2.6929 0.05
N -1.5124 3.1040 -2.0689 -0.42
O -0.9419 2.0434 -1.7724 0.00
O -2.6863 3.1769 -1.9312 0.12
H -1.0961 5.1763 -2.5156 0.13
H -0.5683 3.8829 -3.6937 0.05
H 0.2606 4.0396 -2.1426 0.10
C -1.5039 0.1257 0.6556 0.06
N -1.0516 -0.4789 -0.6251 -0.45
O -1.8571 -0.9707 -1.3652 0.06
O 0.1345 -0.5536 -0.7990 0.02
H -0.9437 -0.5201 1.3748 0.09
H -2.5947 0.1361 0.7710 0.11
H -1.0635 1.1211 0.7330 0.10
```

The molar mass is 732.48 g mol⁻¹. The LUMO energy is -0.2 eV. The value obtained for the energy above the lowest of the compared OMol25 structures with the same formula, charge and spin is 1.3548 eV. Its spin multiplicity is 1.

=====

# C12H36N2O5

A cluster of 5 separate species, C12H36N2O5 in total (ωB97M-V with the def2-TZVPD basis set, the OMol25 dataset).

XYZ file:
```
55
Properties=species:S:1:pos:R:3:nbo_charge:R:1
C 20.3064 -14.8536 -9.2645 -0.65
C 20.3191 -13.8493 -10.4046 -0.06
O 19.1089 -13.0997 -10.5669 -0.79
H 19.3249 -15.3222 -9.2131 0.22
H 20.4771 -14.2908 -8.3412 0.21
H 21.1330 -15.5590 -9.3104 0.21
H 20.4895 -14.3713 -11.3521 0.15
H 21.0950 -13.0877 -10.3139 0.17
H 18.8098 -13.2506 -11.4888 0.51
C 16.1336 -14.5859 -11.8094 -0.65
C 16.7876 -13.5804 -12.7410 -0.07
O 18.1557 -13.9117 -12.9780 -0.77
H 16.5184 -14.5114 -10.7930 0.23
H 16.2162 -15.6115 -12.1693 0.20
H 15.0612 -14.3750 -11.7352 0.22
H 16.7025 -12.5721 -12.3376 0.19
H 16.2894 -13.5339 -13.7164 0.16
H 18.2645 -14.8463 -13.2253 0.50
O 16.8518 -12.2732 -8.9709 -0.97
H 17.0307 -11.3451 -8.7913 0.46
H 17.7232 -12.6563 -9.1776 0.50
C 16.1071 -16.4986 -8.9854 -0.63
C 16.1525 -18.0209 -8.9220 -0.07
C 17.2586 -18.5181 -8.0147 -0.06
O 18.4953 -18.1058 -8.5293 -0.56
C 19.5703 -18.2226 -7.6204 -0.25
N 14.8398 -18.5090 -8.4715 -0.83
H 15.4550 -16.0004 -8.2680 0.23
H 15.7584 -16.1851 -9.9746 0.21
H 17.0864 -16.0351 -8.8442 0.22
H 16.3320 -18.4276 -9.9269 0.16
H 17.2005 -19.6172 -7.9302 0.16
H 17.1020 -18.2007 -6.9740 0.18
H 19.5437 -19.1944 -7.1177 0.17
H 19.6691 -17.3990 -6.9085 0.18
H 20.4548 -18.2122 -8.2622 0.19
H 14.1299 -18.3210 -9.1684 0.36
H 14.8891 -19.5242 -8.3944 0.35
C 20.3587 -17.6775 -11.4281 -0.61
C 19.1053 -17.1653 -12.1280 -0.08
C 19.2461 -16.9779 -13.6320 -0.08
O 18.0150 -16.4999 -14.1503 -0.56
C 18.0360 -16.4540 -15.5550 -0.25
N 18.0003 -18.0853 -11.8492 -0.85
H 20.7700 -18.5903 -11.8629 0.21
H 20.1668 -17.8521 -10.3706 0.23
H 21.1473 -16.9210 -11.5100 0.20
H 18.9181 -16.1725 -11.6916 0.17
H 19.5381 -17.9282 -14.0943 0.18
H 20.0514 -16.2480 -13.7967 0.17
H 18.2473 -17.4483 -15.9608 0.17
H 18.7550 -15.7782 -16.0318 0.18
H 17.0636 -16.1339 -15.9269 0.20
H 17.1810 -17.7714 -12.3642 0.36
H 17.7220 -18.0733 -10.8738 0.37
```

The molar mass is 288.43 g mol⁻¹. The LUMO energy is 0.8 eV. The value obtained for the energy above the lowest of the compared OMol25 structures with the same formula, charge and spin is 0.0000 eV. Its spin multiplicity is 1.

=====

| no. | maximum force (hartree/bohr) | E_HOMO (eV) | E (a.u.) |
| --- | --- | --- | --- |
| 1 | 0.19820 | -4.8 | -3055.64185 |
| 2 | 0.01547 | -4.8 | -2930.21439 |
| 3 | 0.07315 | -10.9 | -2940.48828 |
| 4 | 0.02620 | -9.2 | -964.45920 |